Entry 1:
{
  "formula": "C4H10O",
  "method": "ωB97M-V with the def2-TZVPD basis set",
  "homo_energy_ev": -9.78,
  "smiles": "COC(C)C",
  "e_tot_ev": -6356.335,
  "e_lumo_ev": 1.17,
  "orbital_gap_ha": 0.4026,
  "elements": ["C", "O", "C", "C", "C", "H", "H", "H", "H", "H", "H", "H", "H", "H", "H"],
  "positions_angstrom": [[1.6534, -0.6186, -0.8002], [0.8727, -0.7517, 0.3400], [-0.0801, 0.2670, 0.2994], [-1.0680, 0.0948, -0.8649], [-0.7439, 0.3056, 1.6845], [1.7492, 0.5747, -0.8842], [1.1225, -0.9836, -1.6980], [2.5371, -1.2593, -0.6364], [0.6191, 1.1996, -0.0675], [-1.3401, -0.9526, -1.0617], [-0.6056, 0.4904, -1.7720], [-1.9825, 0.6628, -0.6769], [-1.2515, 1.2605, 1.8131], [0.0143, 0.1957, 2.4675], [-1.4967, -0.4853, 1.8571]],
  "forces_ev_per_a": [[0.3, 0.9, -0.4], [-0.2, -0.4, 0.1], [0.3, 1.0, -0.2], [0.0, 0.1, -0.1], [0.1, 0.3, -0.2], [1.1, -2.5, -0.5], [0.3, 0.2, 0.2], [0.0, 0.8, -0.3], [-2.1, -1.0, 1.8], [0.1, 0.2, 0.3], [-0.2, -0.1, -0.1], [0.1, 0.0, 0.0], [0.0, 0.1, 0.1], [-0.1, 0.1, -0.2], [0.4, 0.2, -0.5]]
}



Entry 2:
{
  "formula": "C4H10O",
  "method": "ωB97M-V with the def2-TZVPD basis set",
  "homo_energy_ev": -8.85,
  "smiles": "C=CO.CC",
  "e_tot_ev": -6354.820,
  "e_lumo_ev": 0.85,
  "orbital_gap_ha": 0.3562,
  "elements": ["C", "C", "H", "H", "H", "H", "H", "H", "C", "C", "O", "H", "H", "H", "H"],
  "positions_angstrom": [[-4.4498, -1.0845, -0.9232], [-3.1260, -1.9147, -0.7651], [-4.9957, -1.0094, 0.0547], [-5.0507, -1.4794, -1.7108], [-4.2280, 0.0734, -1.3501], [-3.2043, -3.0491, -0.7548], [-2.5031, -1.8985, -1.6355], [-2.4429, -1.5537, 0.2165], [4.0382, 1.8633, 2.0319], [4.5567, 1.6449, 0.7884], [3.9377, 2.0482, -0.4427], [4.7948, 2.0325, 2.8077], [2.9620, 1.8689, 2.2207], [5.4627, 0.9891, 0.6376], [4.2488, 1.4690, -1.1755]],
  "forces_ev_per_a": [[1.8, 2.5, 0.1], [1.0, -0.1, 2.3], [0.4, 0.0, -1.1], [-0.7, -0.6, -0.3], [-0.3, -3.1, 1.5], [-0.8, 1.3, 0.8], [0.5, 1.0, -0.6], [-1.9, -1.0, -2.8], [0.8, -0.2, -1.8], [-0.5, -0.3, -0.6], [0.6, -1.7, 1.5], [-0.6, -1.0, 0.1], [0.4, 1.0, -0.1], [-0.4, 1.6, 0.2], [-0.2, 0.5, 0.9]]
}



Entry 3:
{
  "formula": "C4H10O",
  "method": "ωB97M-V with the def2-TZVPD basis set",
  "homo_energy_ev": -9.55,
  "smiles": "C=CCC.O",
  "e_tot_ev": -6356.484,
  "e_lumo_ev": 0.85,
  "orbital_gap_ha": 0.3823,
  "elements": ["C", "C", "C", "C", "H", "H", "H", "H", "H", "H", "H", "H", "H", "H", "O"],
  "positions_angstrom": [[-0.7224, 0.7070, -0.4208], [-0.9345, -0.5386, 0.4243], [-0.0291, -0.6923, 1.6386], [0.1379, -1.8231, 2.3226], [0.0409, 0.5032, -1.2247], [-1.5700, 1.1403, -0.9348], [-0.1244, 1.5270, -0.0137], [-0.9095, -1.4182, -0.2542], [-1.9705, -0.5933, 0.7863], [0.5476, 0.1714, 1.9478], [0.6950, -1.8724, 3.2501], [-0.3710, -2.7406, 1.9914], [2.4527, 1.8366, -2.9021], [1.1091, 1.5104, -3.4218], [1.6481, 2.2825, -3.1889]],
  "forces_ev_per_a": [[2.3, 0.3, -1.5], [-0.6, -0.5, 0.0], [0.3, -0.5, -0.4], [-0.7, -0.1, -0.4], [-0.9, -0.4, 0.3], [-0.4, -0.2, 0.2], [-0.7, 0.1, 1.0], [0.4, 0.3, 0.5], [0.1, 0.4, 0.1], [-0.2, 0.3, 0.0], [0.2, 0.0, -0.2], [0.2, 0.4, 0.3], [0.2, 0.3, 0.1], [-0.2, 0.5, 0.0], [-0.1, -0.8, 0.0]]
}



Entry 4:
{
  "formula": "C4H10O",
  "method": "ωB97M-V with the def2-TZVPD basis set",
  "homo_energy_ev": -8.86,
  "smiles": "C/C=C/C.O",
  "e_tot_ev": -6356.339,
  "e_lumo_ev": 0.90,
  "orbital_gap_ha": 0.3588,
  "elements": ["C", "C", "C", "C", "H", "H", "H", "H", "H", "H", "H", "H", "H", "H", "O"],
  "positions_angstrom": [[-0.2279, 0.3182, -0.4765], [0.7427, 0.7646, 0.3176], [2.0561, 0.0634, 0.5731], [-1.4935, 1.1152, -0.6370], [-0.0161, -0.4504, -1.1995], [0.4928, 1.5009, 1.1299], [2.2086, -0.2762, 1.5880], [2.2296, -0.8439, -0.0876], [2.9191, 0.7010, 0.3861], [-1.2345, 2.1709, -0.3481], [-2.4138, 1.0589, -0.0381], [-1.6984, 1.1730, -1.7185], [-0.6525, -3.0043, 0.4099], [-1.8541, -1.9614, 0.2392], [-1.0582, -2.3297, -0.1387]],
  "forces_ev_per_a": [[0.3, 1.1, 0.2], [-0.1, -0.8, 2.0], [0.6, -0.9, -1.5], [0.3, 2.3, -0.4], [-0.1, -0.3, 0.1], [0.2, -0.3, -1.2], [-0.4, -0.1, 0.4], [-0.5, 1.0, 0.6], [0.0, 0.3, -0.1], [0.0, -0.7, -0.5], [0.2, -1.3, -0.2], [-0.5, -0.1, 0.5], [-0.5, 0.1, 0.4], [-0.1, -0.3, 0.6], [0.4, -0.2, -0.9]]
}